1.
# C4H7P3

An isolated molecule of C4H7P3 (ωB97M-V/def2-TZVPD, the OMol25 dataset).

Positions of all 14 atoms, in Å:
C (2.13694, 0.27964, 0.01884)
C (-0.12120, -0.88916, -0.67270)
C (-1.55476, -0.86718, -0.82532)
C (-0.18710, 1.38630, 0.97339)
P (2.50900, -1.38893, 0.07563)
P (0.77389, -2.40605, -0.70237)
P (0.58328, 0.73419, -0.63133)
H (2.73140, 1.20774, 0.32248)
H (-1.85174, -1.00235, 0.21323)
H (-2.17297, -1.55186, -1.44252)
H (-1.86172, 0.14242, -1.07442)
H (0.35093, 2.31558, 1.15682)
H (-0.06101, 0.52465, 1.66725)
H (-1.27493, 1.51501, 0.92101)

Summary:
E_LUMO (eV): -0.663
HOMO-LUMO gap (eV): 7.74

=====

2.
# C4H7P3

A structure of composition C4H7P3 (ωB97M-V/def2-TZVPD, the OMol25 dataset).

Positions of all 14 atoms, in Å:
C (0.56835, 1.41085, -1.49096)
C (1.40927, 3.03437, 1.03332)
C (1.05047, -0.92803, -0.05350)
C (-0.90268, 0.80440, 0.61900)
P (1.01516, 2.86483, -2.08343)
P (1.47684, 3.99638, -0.30808)
P (0.76379, 0.87741, 0.25824)
H (0.31269, 0.72953, -2.28349)
H (0.79870, -1.24277, 0.96073)
H (2.02667, -1.19684, -0.39040)
H (0.34170, -1.44336, -0.70233)
H (-1.35779, 1.70071, 0.93718)
H (-0.92398, 0.06160, 1.38044)
H (-1.54662, 0.46809, -0.22388)

Summary:
E_LUMO (eV): -0.784
HOMO-LUMO gap (eV): 7.55

=====

3.
# C4H8AlB3O8

A structure of composition C4H8AlB3O8 (ωB97M-V/def2-TZVPD, the OMol25 dataset).

Positions of all 24 atoms, in Å:
Al (-2.07570, 0.68536, -1.76986)
B (-4.46677, 2.44491, -1.07458)
H (-4.28461, 2.96871, -2.00015)
H (-5.30898, 2.79130, -0.49583)
H (-4.53507, 1.43023, -1.43512)
H (-3.60375, 2.44046, -0.42695)
B (-1.21564, -0.37488, -4.44496)
H (-0.77097, 0.59297, -4.27237)
H (-0.95396, -1.05160, -3.64633)
H (-2.27706, -0.19992, -4.36120)
H (-0.96653, -0.77248, -5.41661)
O (-0.67448, -0.12263, 0.73218)
C (0.29284, -0.58952, 1.39375)
O (1.49139, -0.05230, 1.48960)
B (2.32435, -0.82260, 2.42950)
O (1.35276, -1.77802, 3.10204)
C (0.22629, -1.72049, 2.48020)
O (-0.70768, -2.49548, 2.63311)
O (3.05516, 0.02116, 3.36146)
C (4.33186, 0.04913, 2.97497)
O (5.26173, 0.73563, 3.42573)
C (4.53890, -1.07985, 2.00042)
O (3.37149, -1.64199, 1.83790)
O (5.59444, -1.45811, 1.48310)

Summary:
Spin multiplicity: 2
<S²>: 0.762
E_LUMO (alpha / beta) (eV): 0.701 / -3.254
Charge: -1
HOMO-LUMO gap (alpha / beta) (eV): 8.45 / 4.50

=====

4.
# C4H8B2

An isolated molecule of C4H8B2 (ωB97M-V/def2-TZVPD, the OMol25 dataset).

Positions of all 14 atoms, in Å:
B (1.18435, 1.42171, 0.68041)
C (-0.12748, 0.90063, -0.06902)
C (-1.01364, 1.68161, -0.67109)
C (-0.26864, -0.60946, -0.03376)
B (-0.74234, -1.72440, -1.03637)
C (0.60980, -1.33572, 1.07554)
H (2.15209, 1.06321, 0.26367)
H (1.26468, 2.16190, 1.49205)
H (-2.04571, 1.38004, -1.04151)
H (-0.91627, 2.81360, -0.70103)
H (-0.76633, -2.79822, -0.56432)
H (-1.05085, -1.74230, -2.18085)
H (1.18140, -0.80546, 1.75850)
H (0.53896, -2.40715, 1.02777)

Summary:
SMILES string: BC(=C)C(B)=C
E_LUMO (eV): -0.555
HOMO-LUMO gap (eV): 8.48

=====

5.
# C4H8B2NO8

The ion C4H8B2NO8 with charge -1 (ωB97M-V/def2-TZVPD, the OMol25 dataset).

Positions of all 23 atoms, in Å:
O (1.77284, 2.06236, -0.35845)
C (0.62855, 2.24182, -0.72250)
O (0.10231, 3.34385, -0.97301)
C (-0.36720, 1.04143, -0.63023)
N (0.51361, -0.24516, -0.35840)
C (0.00039, -1.11796, 0.63138)
B (0.55839, -0.99801, 2.07359)
O (-0.30220, -1.01637, 3.19870)
O (1.82534, -0.66803, 2.28170)
C (0.47519, -2.51054, 0.12267)
O (0.86514, -2.59499, -1.06227)
O (0.18290, -3.34306, 0.98144)
B (-1.35447, 1.06335, -1.89834)
O (-1.69078, 2.26345, -2.43199)
O (-1.89398, -0.11085, -2.37374)
H (-0.84404, 1.29966, 0.26884)
H (1.41068, 0.27231, -0.15840)
H (0.66527, -1.04119, -1.12714)
H (-1.12427, -1.26444, 0.49871)
H (0.17872, -0.89893, 4.01547)
H (2.27692, -0.71729, 3.02319)
H (-1.42213, 3.08020, -1.92913)
H (-2.45717, -0.14161, -3.07210)

Summary:
SMILES string: O=C([O-])[C@H]([NH2+][C@H](B(O)O)C(=O)[O-])B(O)O
E_LUMO (eV): 2.638
Charge: -1
HOMO-LUMO gap (eV): 8.19

=====

6.
# C4H8B2NO8

A structure of composition C4H8B2NO8 (ωB97M-V/def2-TZVPD, the OMol25 dataset).

Positions of all 23 atoms, in Å:
B (-0.70736, 1.32585, 1.72491)
B (0.68708, -0.04792, -1.25385)
C (1.66852, 0.38351, 1.23475)
C (-1.10163, -2.04342, -1.31529)
C (0.21962, 0.12046, 1.84435)
C (0.03015, -1.43159, -0.53444)
N (-0.36355, -1.29896, 0.82762)
O (1.78805, 0.37207, -0.05721)
O (-1.64659, -1.31834, -2.31382)
O (2.65274, 0.65919, 1.90502)
O (-1.56325, -3.13825, -0.98032)
O (-0.34073, 2.63442, 1.34880)
O (-1.92388, 1.29283, 2.36241)
O (1.48765, -0.42603, -2.40870)
O (-0.32648, 0.96095, -1.67191)
H (0.29178, -0.40592, 2.88483)
H (0.90048, -1.99515, -0.54597)
H (-1.29992, -1.06417, 0.93444)
H (-1.08539, -0.54386, -2.42599)
H (0.59897, 2.72481, 1.03004)
H (-2.34437, 2.06535, 2.36159)
H (2.40035, -0.15934, -2.40080)
H (-0.02227, 1.33352, -2.55046)

Summary:
Spin multiplicity: 3
<S²>: 2.008
E_LUMO (alpha / beta) (eV): 3.036 / 1.552
Charge: -1
HOMO-LUMO gap (alpha / beta) (eV): 4.57 / 7.46

=====

7.
# C4H8BO4

The ion C4H8BO4 with charge -1 (ωB97M-V/def2-TZVPD, the OMol25 dataset).

Positions of all 17 atoms, in Å:
C (0.68474, 0.21010, -1.51984)
C (0.03288, 0.17814, -0.10550)
C (-1.27291, 1.11094, -0.08376)
B (-0.22334, -1.32359, 0.37088)
O (-1.48089, -1.84513, 0.12793)
O (0.70773, -1.99231, 1.12065)
C (1.07252, 0.86746, 1.00160)
O (0.97626, 2.07788, 1.23453)
O (1.86461, 0.03439, 1.62335)
H (1.52632, 1.04425, -1.68422)
H (1.29463, -0.75347, -1.74104)
H (-0.02201, 0.28834, -2.38762)
H (-2.15242, 0.57249, 0.24173)
H (-1.44951, 1.59970, -1.02959)
H (-1.20801, 1.88733, 0.70431)
H (-1.73971, -2.55746, 0.64077)
H (1.38913, -1.39905, 1.48582)

Summary:
SMILES string: CC(C)(B(O)O)C(=O)[O-]
E_LUMO (eV): 3.368
Charge: -1
HOMO-LUMO gap (eV): 7.87

=====

8.
# C4H8BrI

A structure of composition C4H8BrI (ωB97M-V/def2-TZVPD, the OMol25 dataset).

Positions of all 14 atoms, in Å:
C (0.49430, 0.45536, -1.43553)
C (-0.23749, 0.72323, 1.44125)
C (0.36766, -0.72194, -0.58161)
C (-0.38810, -0.57990, 0.63420)
Br (2.31543, -1.29857, -0.05964)
I (-2.63478, -0.71760, -0.06400)
H (-0.57342, 0.65941, -1.73453)
H (1.21558, 0.29260, -2.40158)
H (0.96689, 1.31921, -0.97831)
H (0.71229, 0.92374, 1.90933)
H (-0.61124, 1.47001, 0.72078)
H (-1.00542, 0.74262, 2.33400)
H (-0.19950, -1.83967, -1.11347)
H (-0.42220, -1.42852, 1.32912)

Summary:
E_LUMO (eV): -0.649
HOMO-LUMO gap (eV): 8.99

=====

9.
# C4H8BrN

A cluster of 2 separate species, C4H8BrN in total (ωB97M-V/def2-TZVPD, the OMol25 dataset).

Positions of all 14 atoms, in Å:
C (-0.77054, -1.41397, 0.34779)
C (0.86167, 1.40605, 1.10767)
C (0.15721, -1.25973, -1.95677)
C (-0.60093, 1.09515, 0.87947)
N (-0.44548, -1.79464, -0.76041)
Br (-1.78241, 1.40623, 2.38437)
H (-0.87291, -2.01222, 1.23312)
H (0.94448, 2.55154, 1.01942)
H (1.33523, 0.87247, 0.24503)
H (1.13055, 1.20075, 2.17496)
H (0.89759, -1.97913, -2.24734)
H (0.75915, -0.42571, -1.62560)
H (-0.43191, -1.08713, -2.80261)
H (-1.18170, 1.44034, 0.00091)

Summary:
E_LUMO (alpha / beta) (eV): 0.599 / 0.538
HOMO-LUMO gap (alpha / beta) (eV): 7.80 / 8.01